# C38H88F6N9O14S6

9 unconnected molecules or ions with the total composition C38H88F6N9O14S6 at a distorted geometry (ωB97M-V with the def2-TZVPD basis set, the OMol25 dataset).

Bonds (Å) are listed after each position.
Element x y z (Å)
1 C -2.20406 -23.47749 -8.98340  C2 1.504, H8 1.092, H9 1.088, H10 1.093
2 C -3.02573 -23.16967 -7.76229  C1 1.504, O3 1.196, N4 1.548
3 O -3.92750 -23.82108 -7.32377  C2 1.196
4 N -2.52483 -21.91562 -7.00556  C2 1.548, H5 1.023, H6 1.023, C7 1.515
5 H -2.19465 -21.17719 -7.63160  N4 1.023
6 H -3.32254 -21.52430 -6.49878  N4 1.023
7 C -1.29418 -22.19350 -6.16696  N4 1.515, H11 1.089, H12 1.090, H13 1.088
8 H -2.05435 -22.62415 -9.64794  C1 1.092
9 H -2.61829 -24.25642 -9.62019  C1 1.088
10 H -1.16644 -23.70699 -8.72961  C1 1.093
11 H -0.76993 -21.26590 -5.94061  C7 1.089
12 H -0.56096 -22.74825 -6.75250  C7 1.090
13 H -1.54352 -22.71980 -5.24822  C7 1.088
14 C -1.17615 -12.92924 -5.21295  C15 1.476, H21 1.091, H22 1.088, H23 1.092
15 C -1.60957 -14.32640 -5.41236  C14 1.476, O16 1.202, N17 1.521
16 O -1.14347 -15.00095 -6.29073  C15 1.202
17 N -2.70594 -14.81382 -4.47735  C15 1.521, H18 1.016, H19 1.015, C20 1.531
18 H -2.43126 -14.44504 -3.57145  N17 1.016
19 H -3.59070 -14.40136 -4.75697  N17 1.015
20 C -2.79241 -16.34236 -4.47696  N17 1.531, H24 1.089, H25 1.087, H26 1.088
21 H -1.96934 -12.22097 -5.45611  C14 1.091
22 H -0.30044 -12.76933 -5.83922  C14 1.088
23 H -0.81285 -12.70594 -4.20773  C14 1.092
24 H -3.37540 -16.65258 -3.61139  C20 1.089
25 H -1.82982 -16.84786 -4.49874  C20 1.087
26 H -3.35002 -16.56188 -5.38475  C20 1.088
27 C -0.06671 -24.92320 -11.33082  C28 1.571, H36 1.090, H37 1.090, H38 1.088
28 C 0.46862 -25.47106 -12.70287  C27 1.571, C29 1.530, H39 1.091, H40 1.092
29 C 1.13567 -26.84648 -12.64776  C28 1.530, N30 1.543, H41 1.091, H42 1.089
30 N 1.60295 -27.38102 -14.01818  C29 1.543, C31 1.522, C32 1.538, C35 1.491
31 C 0.51534 -27.35869 -15.08221  N30 1.522, H43 1.090, H44 1.087, H45 1.088
32 C 2.21883 -28.78085 -13.85382  N30 1.538, C33 1.538, H46 1.090, H47 1.089
33 C 3.58549 -28.50132 -13.20611  C32 1.538, C34 1.545, H48 1.089, H49 1.090
34 C 3.94754 -27.06567 -13.64772  C33 1.545, C35 1.528, H50 1.089, H51 1.090
35 C 2.77483 -26.60072 -14.51012  N30 1.491, C34 1.528, H52 1.091, H53 1.089
36 H -0.84362 -25.54723 -10.89000  C27 1.090
37 H -0.47507 -23.91237 -11.34033  C27 1.090
38 H 0.78637 -24.86412 -10.65750  C27 1.088
39 H 1.02159 -24.65240 -13.16478  C28 1.091
40 H -0.47671 -25.45719 -13.25024  C28 1.092
41 H 0.41184 -27.62671 -12.40896  C29 1.091
42 H 1.92355 -26.89243 -11.89802  C29 1.089
43 H -0.31999 -27.88465 -14.62006  C31 1.090
44 H 0.89490 -27.83273 -15.98327  C31 1.087
45 H 0.20931 -26.31805 -15.16597  C31 1.088
46 H 2.30107 -29.20085 -14.85585  C32 1.090
47 H 1.47453 -29.36309 -13.31191  C32 1.089
48 H 4.29357 -29.29121 -13.45263  C33 1.089
49 H 3.48520 -28.57828 -12.12361  C33 1.090
50 H 4.88745 -26.96124 -14.18730  C34 1.089
51 H 4.07739 -26.47751 -12.73885  C34 1.090
52 H 3.00669 -26.91681 -15.52806  C35 1.091
53 H 2.46873 -25.55790 -14.57558  C35 1.089
54 C -2.84491 -17.27067 -12.05401  C55 1.507, H63 1.091, H64 1.091, H65 1.089
55 C -3.40702 -18.01248 -10.86860  C54 1.507, C56 1.544, H66 1.091, H67 1.094
56 C -4.89860 -18.39559 -10.97340  C55 1.544, N57 1.555, H68 1.089, H69 1.090
57 N -5.48199 -18.90535 -9.62560  C56 1.555, C58 1.535, C59 1.565, C62 1.610
58 C -4.87179 -20.24518 -9.19110  N57 1.535, H70 1.089, H71 1.089, H72 1.090
59 C -7.01110 -19.13803 -9.86236  N57 1.565, C60 1.508, H73 1.088, H74 1.089
60 C -7.62484 -18.76930 -8.53536  C59 1.508, C61 1.522, H75 1.091, H76 1.090
61 C -6.83566 -17.57520 -8.01926  C60 1.522, C62 1.507, H77 1.090, H78 1.092
62 C -5.41009 -17.81116 -8.44645  N57 1.610, C61 1.507, H79 1.091, H80 1.089
63 H -3.35257 -16.31888 -12.21588  C54 1.091
64 H -2.99825 -17.86403 -12.95720  C54 1.091
65 H -1.77199 -17.10910 -11.96266  C54 1.089
66 H -3.04043 -17.70222 -9.88915  C55 1.091
67 H -2.90301 -18.98312 -10.90280  C55 1.094
68 H -5.03190 -19.18475 -11.71254  C56 1.089
69 H -5.54707 -17.55144 -11.20605  C56 1.090
70 H -4.86188 -20.82771 -10.11112  C58 1.089
71 H -5.42126 -20.57764 -8.31187  C58 1.089
72 H -3.82730 -20.15477 -8.89228  C58 1.090
73 H -7.10143 -20.15969 -10.22541  C59 1.088
74 H -7.39991 -18.42094 -10.58459  C59 1.089
75 H -7.58037 -19.59818 -7.82746  C60 1.091
76 H -8.68287 -18.51339 -8.58864  C60 1.090
77 H -6.96915 -17.40466 -6.95064  C61 1.090
78 H -7.10570 -16.58831 -8.40125  C61 1.092
79 H -4.76332 -18.29612 -7.71385  C62 1.091
80 H -4.82558 -16.92440 -8.68916  C62 1.089
81 C -0.59831 -21.15979 -13.76309  C82 1.532, H90 1.094, H91 1.088, H92 1.091
82 C 0.22204 -20.02244 -14.37974  C81 1.532, C83 1.557, H93 1.091, H94 1.090
83 C 1.55388 -19.75670 -13.61863  C82 1.557, N84 1.556, H95 1.091, H96 1.090
84 N 2.12065 -18.31524 -13.77066  C83 1.556, C85 1.564, C86 1.558, C89 1.550
85 C 2.13367 -17.84538 -15.26263  N84 1.564, H97 1.089, H98 1.088, H99 1.086
86 C 1.15089 -17.33792 -13.04234  N84 1.558, C87 1.538, H100 1.087, H101 1.088
87 C 1.99874 -16.71859 -11.91835  C86 1.538, C88 1.531, H102 1.090, H103 1.091
88 C 3.11982 -17.72317 -11.63780  C87 1.531, C89 1.494, H104 1.090, H105 1.090
89 C 3.46895 -18.17071 -13.01937  N84 1.550, C88 1.494, H106 1.089, H107 1.090
90 H 0.12940 -21.93995 -13.51982  C81 1.094
91 H -1.35470 -21.65562 -14.36788  C81 1.088
92 H -0.96990 -20.88387 -12.77565  C81 1.091
93 H -0.42985 -19.15168 -14.46032  C82 1.091
94 H 0.56841 -20.29672 -15.37624  C82 1.090
95 H 2.28332 -20.41983 -14.08648  C83 1.091
96 H 1.59072 -20.07722 -12.57715  C83 1.090
97 H 2.50056 -18.59566 -15.96222  C85 1.089
98 H 2.85440 -17.03121 -15.30016  C85 1.088
99 H 1.07224 -17.66800 -15.40785  C85 1.086
100 H 0.88849 -16.51802 -13.70634  C86 1.087
101 H 0.33943 -17.90998 -12.59834  C86 1.088
102 H 2.35964 -15.72408 -12.18118  C87 1.090
103 H 1.41985 -16.54802 -11.00953  C87 1.091
104 H 3.94842 -17.23006 -11.12906  C88 1.090
105 H 2.83244 -18.53894 -10.97401  C88 1.090
106 H 4.14392 -17.49815 -13.54677  C89 1.089
107 H 3.95799 -19.14452 -12.98123  C89 1.090
108 C 4.74215 -20.78373 -8.64887  C109 1.511, H117 1.091, H118 1.093, H119 1.091
109 C 4.45154 -19.69877 -7.63868  C108 1.511, C110 1.523, H120 1.093, H121 1.090
110 C 3.53126 -20.18726 -6.52802  C109 1.523, N111 1.532, H122 1.091, H123 1.089
111 N 3.47783 -19.31843 -5.26715  C110 1.532, C112 1.528, C113 1.599, C116 1.542
112 C 4.77565 -19.45882 -4.47360  N111 1.528, H124 1.089, H125 1.088, H126 1.089
113 C 2.23849 -19.65644 -4.31576  N111 1.599, C114 1.514, H127 1.088, H128 1.089
114 C 2.02906 -18.35205 -3.57532  C113 1.514, C115 1.525, H129 1.092, H130 1.091
115 C 2.53780 -17.19948 -4.43457  C114 1.525, C116 1.510, H131 1.088, H132 1.091
116 C 3.18020 -17.85075 -5.63571  N111 1.542, C115 1.510, H133 1.090, H134 1.088
117 H 3.98568 -21.53037 -8.89710  C108 1.091
118 H 5.54767 -21.47871 -8.39856  C108 1.093
119 H 5.08793 -20.39961 -9.61000  C108 1.091
120 H 3.93138 -18.90790 -8.18456  C109 1.093
121 H 5.37429 -19.21397 -7.31836  C109 1.090
122 H 3.91146 -21.14089 -6.16026  C110 1.091
123 H 2.47003 -20.24134 -6.76553  C110 1.089
124 H 4.84804 -20.47142 -4.08040  C112 1.089
125 H 4.83063 -18.72567 -3.67161  C112 1.088
126 H 5.55422 -19.32258 -5.22202  C112 1.089
127 H 2.45230 -20.50836 -3.67378  C113 1.088
128 H 1.36979 -19.88292 -4.93213  C113 1.089
129 H 2.55842 -18.37921 -2.62049  C114 1.092
130 H 1.03137 -18.15912 -3.17956  C114 1.091
131 H 3.20114 -16.52700 -3.89421  C115 1.088
132 H 1.73504 -16.64562 -4.92278  C115 1.091
133 H 4.11381 -17.32862 -5.84580  C116 1.090
134 H 2.52172 -17.76566 -6.49819  C116 1.088
135 N 3.30715 -24.21484 -6.87385  S136 1.488, S140 1.696
136 S 2.43404 -24.24219 -8.07859  N135 1.488, O137 1.471, O138 1.431, F139 1.622, S140 2.386
137 O 1.58652 -23.05530 -8.26949  S136 1.471
138 O 1.86286 -25.49484 -8.46796  S136 1.431
139 F 3.60864 -24.12297 -9.19093  S136 1.622
140 S 2.06320 -24.14077 -5.72349  N135 1.696, S136 2.386, O141 1.449, O142 1.448, F143 1.586
141 O 0.83788 -24.90401 -5.84988  S140 1.449
142 O 1.92047 -22.82500 -5.13673  S140 1.448
143 F 2.76415 -24.97779 -4.57288  S140 1.586
144 N -4.46376 -20.67944 -5.45374  S145 1.496, S149 1.696
145 S -4.08982 -20.02315 -4.16198  N144 1.496, O146 1.425, O147 1.476, F148 1.632, S149 2.383
146 O -3.70407 -20.89236 -3.10011  S145 1.425
147 O -4.72657 -18.73957 -3.80595  S145 1.476
148 F -2.58282 -19.57337 -4.59731  S145 1.632
149 S -6.11043 -20.87209 -5.09830  N144 1.696, S145 2.383, O150 1.470, O151 1.435, F152 1.590
150 O -6.90420 -19.65604 -5.32488  S149 1.470
151 O -6.50005 -21.67641 -3.97520  S149 1.435
152 F -6.48004 -21.75048 -6.37059  S149 1.590
153 N -1.28953 -19.90693 -8.33064  S154 1.550, S158 1.710
154 S -0.83695 -18.54937 -7.73498  N153 1.550, O155 1.429, O156 1.429, F157 1.623, S158 2.335
155 O -0.56514 -17.42121 -8.56884  S154 1.429
156 O -0.11634 -18.68142 -6.50793  S154 1.429
157 F -2.31072 -18.18118 -7.16363  S154 1.623
158 S -0.04306 -19.85511 -9.50077  N153 1.710, S154 2.335, O159 1.450, O160 1.441, F161 1.593
159 O 1.35849 -19.67212 -9.17708  S158 1.450
160 O -0.44566 -19.28043 -10.75987  S158 1.441
161 F -0.08692 -21.40483 -9.86750  S158 1.593

Output
HOMO energy	-14.5	eV
total charge	+3
strongest force on any atom	9.004	eV Å⁻¹
DFT total energy	-164196.6058	eV